Entry 1:
{"formula": "C27H51F5O13S4", "method": "ωB97M-V/def2-TZVPD", "species": ["C", "C", "C", "C", "C", "C", "C", "C", "C", "C", "C", "C", "F", "F", "C", "F", "F", "F", "O", "S", "O", "O", "C", "C", "C", "O", "C", "C", "H", "H", "H", "H", "H", "H", "H", "H", "H", "H", "H", "H", "H", "H", "H", "H", "H", "H", "H", "H", "H", "H", "H", "H", "H", "H", "H", "O", "S", "O", "O", "C", "C", "C", "H", "H", "H", "H", "H", "H", "H", "H", "O", "S", "O", "O", "C", "C", "C", "H", "H", "H", "H", "H", "H", "H", "H", "O", "S", "O", "O", "C", "C", "C", "H", "H", "H", "H", "H", "H", "H", "H"], "coordinates": [[5.1230, 0.5615, 6.5824], [5.0055, 1.3158, 5.6805], [4.8701, 2.2269, 4.5532], [5.0377, 1.4565, 3.2234], [3.7732, 1.4153, 2.3425], [2.9815, 0.1034, 2.4242], [1.4617, 0.4116, 2.3781], [0.6642, -0.6177, 1.6095], [-0.8322, -0.4196, 1.7703], [-1.3062, -1.0582, 3.0743], [-2.6591, -0.5015, 3.5414], [-2.4736, 0.6058, 4.5525], [-1.8262, 1.6694, 3.9938], [-1.7123, 0.1870, 5.6087], [-3.8170, 1.0968, 5.1499], [-4.7697, 1.1861, 4.1986], [-4.2350, 0.2008, 6.0870], [-3.6749, 2.3044, 5.7431], [0.9537, -0.4916, 0.1922], [2.4910, -0.4854, -0.1980], [2.8359, 0.8456, -0.6113], [2.7515, -1.5185, -1.1520], [3.3289, -0.9135, 1.3216], [4.8063, -1.1317, 1.0210], [5.2925, -2.5451, 1.3869], [4.6678, -3.1283, 2.5066], [5.0323, -2.5490, 3.7591], [5.5841, -3.6323, 4.6835], [5.2234, -0.3097, 7.1799], [5.6761, 2.9499, 4.6438], [3.9216, 2.7495, 4.6002], [5.4028, 0.4576, 3.4188], [5.8250, 1.9400, 2.6506], [4.0304, 1.6674, 1.3212], [3.1276, 2.2220, 2.6779], [3.1968, -0.3538, 3.3846], [1.0578, 0.5360, 3.3749], [1.3409, 1.3425, 1.8290], [0.9000, -1.6227, 1.9602], [-1.3458, -0.8786, 0.9360], [-1.0285, 0.6486, 1.7844], [-1.4260, -2.1250, 2.9187], [-0.5658, -0.9242, 3.8559], [-3.1949, -0.0928, 2.6924], [-3.2478, -1.2764, 4.0186], [2.8979, -1.8721, 1.5959], [5.4439, -0.3841, 1.4739], [4.9512, -1.0313, -0.0520], [6.3670, -2.4828, 1.5813], [5.1819, -3.2027, 0.5341], [5.7448, -1.7419, 3.6269], [4.1189, -2.1716, 4.2096], [6.6625, -3.5849, 4.7851], [5.1388, -3.5609, 5.6702], [5.3031, -4.5992, 4.2845], [2.9300, 2.9488, -6.2593], [3.7411, 3.7962, -5.4398], [5.1659, 3.7218, -5.5233], [3.2872, 3.6414, -3.9312], [3.2132, 2.3023, -3.3748], [4.5833, 1.7554, -3.0324], [3.2433, 5.4714, -5.6498], [2.6823, 1.6451, -4.0644], [2.6101, 2.3913, -2.4770], [5.1754, 1.5845, -3.9315], [4.4833, 0.8121, -2.5011], [5.1313, 2.4604, -2.4064], [2.1633, 5.5311, -5.5526], [3.5540, 5.7754, -6.6465], [3.7394, 6.0791, -4.8984], [-2.7816, -2.1025, -1.0462], [-3.4939, -2.8961, -2.0020], [-3.1145, -4.2562, -2.2208], [-3.5015, -2.1238, -3.3876], [-2.2327, -1.6605, -3.9040], [-1.4164, -2.7740, -4.5274], [-5.2194, -2.8176, -1.6806], [-1.6802, -1.1550, -3.1110], [-2.4903, -0.9141, -4.6525], [-1.0827, -3.4896, -3.7778], [-0.5366, -2.3571, -5.0174], [-2.0088, -3.3173, -5.2635], [-5.5123, -1.7782, -1.5521], [-5.4019, -3.3807, -0.7681], [-5.7493, -3.2706, -2.5137], [-7.1030, 0.2498, -2.3338], [-8.1233, 1.1589, -2.7603], [-9.3451, 1.2540, -2.0274], [-8.4447, 0.8779, -4.2891], [-8.7510, -0.4800, -4.6741], [-10.1628, -0.8847, -4.3007], [-7.4408, 2.7661, -2.9644], [-8.0118, -1.1557, -4.2414], [-8.6229, -0.5019, -5.7540], [-10.2872, -0.9441, -3.2205], [-10.3922, -1.8618, -4.7261], [-10.8816, -0.1572, -4.6764], [-6.5311, 2.6895, -3.5528], [-7.2213, 3.1482, -1.9702], [-8.1758, 3.3963, -3.4569]], "lowdin_charge": [0.101, -0.159, -0.186, -0.178, -0.149, -0.254, -0.089, -0.334, -0.124, -0.153, -0.069, -0.437, 0.116, 0.108, -0.503, 0.156, 0.145, 0.157, -0.168, 0.660, -0.259, -0.252, -0.290, -0.126, -0.192, -0.154, -0.253, -0.055, 0.024, 0.114, 0.111, 0.077, 0.111, 0.107, 0.109, 0.131, 0.129, 0.131, 0.154, 0.114, 0.124, 0.123, 0.109, 0.134, 0.135, 0.130, 0.102, 0.111, 0.127, 0.128, 0.107, 0.106, 0.070, 0.068, 0.077, -0.278, 0.557, -0.277, -0.264, -0.240, -0.071, -0.126, 0.118, 0.101, 0.073, 0.060, 0.088, 0.073, 0.075, 0.073, -0.285, 0.563, -0.272, -0.262, -0.246, -0.070, -0.116, 0.113, 0.121, 0.073, 0.083, 0.084, 0.058, 0.077, 0.076, -0.282, 0.565, -0.268, -0.262, -0.248, -0.071, -0.119, 0.110, 0.122, 0.072, 0.082, 0.085, 0.076, 0.078, 0.076], "homo_ev": -10.080, "smiles": "C#CCCC[C@H]1C[C@@H](CCCC(F)(F)C(F)(F)F)OS(=O)(=O)[C@H]1CCOCC.CCOS(C)(=O)=O.CCOS(C)(=O)=O.CCOS(C)(=O)=O", "orbital_gap_ha": 0.383, "mol_weight_da": 806.950}

Entry 2:
{"formula": "C24H28F16O6", "method": "ωB97M-V/def2-TZVPD", "species": ["C", "C", "C", "C", "C", "C", "C", "C", "O", "C", "O", "C", "C", "C", "O", "C", "C", "O", "H", "H", "H", "H", "H", "H", "H", "H", "H", "H", "H", "H", "H", "H", "H", "H", "H", "H", "H", "H", "C", "C", "C", "F", "F", "F", "F", "O", "C", "C", "F", "F", "F", "F", "H", "H", "H", "H", "C", "C", "C", "F", "F", "F", "F", "O", "C", "C", "F", "F", "F", "F", "H", "H", "H", "H"], "coordinates": [[-5.9810, 1.7777, 0.7758], [-6.4843, 0.5820, -0.0619], [-7.8258, 0.0278, 0.4535], [-6.6236, 0.9579, -1.5485], [-5.3199, 1.4698, -2.1978], [-4.1862, 0.4955, -2.0105], [-3.0216, 0.7699, -1.4003], [-2.0105, -0.3076, -1.2482], [-0.8291, -0.1140, -1.2798], [-2.5860, -1.7090, -1.1261], [-1.8654, -2.5569, -0.3800], [-2.5742, -3.0617, 0.7525], [-1.6349, -3.3169, 1.9265], [-2.4509, -3.5525, 3.2027], [-0.7836, -2.1914, 2.0323], [-3.7137, -2.0037, -1.7882], [-4.3750, -0.9112, -2.5447], [-4.9986, -1.1055, -3.5489], [-6.1303, 2.7340, 0.2603], [-6.5165, 1.8439, 1.7343], [-4.9120, 1.6916, 1.0176], [-5.7571, -0.2387, 0.0412], [-7.8472, 0.0132, 1.5492], [-8.6696, 0.6218, 0.0819], [-7.9657, -1.0108, 0.1202], [-7.3917, 1.7438, -1.6284], [-6.9712, 0.0807, -2.1090], [-5.0183, 2.4148, -1.7220], [-5.4886, 1.6455, -3.2670], [-2.7818, 1.7619, -1.0215], [-3.0561, -4.0072, 0.4624], [-3.3622, -2.3517, 1.0565], [-1.0629, -4.2354, 1.7274], [-1.8355, -3.3491, 4.0861], [-3.3282, -2.8894, 3.2458], [-2.8120, -4.5869, 3.2578], [-0.2043, -2.3543, 2.7804], [-4.1502, -3.0026, -1.7976], [3.0532, -1.6111, 1.2283], [3.1586, -1.3196, -0.2658], [2.0037, -1.7486, -1.1718], [1.8548, -3.0933, -1.1476], [2.3199, -1.3809, -2.4377], [4.3384, -1.7671, -0.7421], [3.1632, 0.0505, -0.3600], [3.7724, -2.7383, 1.6917], [3.2621, -3.9877, 1.7424], [4.0652, -4.9605, 0.8674], [4.1026, -4.5263, -0.4055], [3.4531, -6.1655, 0.9005], [1.9544, -4.0362, 1.4528], [3.4066, -4.4386, 3.0197], [3.5534, -0.7687, 1.7055], [2.0124, -1.6043, 1.5449], [1.0688, -1.2582, -0.8812], [5.0797, -5.0527, 1.2581], [6.7261, 3.6369, -1.3797], [6.3780, 2.8036, -0.1449], [4.8963, 2.5614, 0.1494], [4.2541, 3.7275, 0.3737], [4.8112, 1.8073, 1.2713], [6.9957, 3.2928, 0.9485], [6.8820, 1.5553, -0.3959], [7.0224, 4.9921, -1.1519], [6.0651, 5.9484, -1.1745], [5.9547, 6.6648, 0.1792], [5.7102, 5.7761, 1.1625], [4.9268, 7.5384, 0.1164], [4.8760, 5.4796, -1.5794], [6.4535, 6.8999, -2.0631], [7.6635, 3.2125, -1.7369], [5.9840, 3.5023, -2.1678], [4.4220, 2.0313, -0.6779], [6.8816, 7.2016, 0.3871]], "lowdin_charge": [-0.066, -0.423, -0.081, -0.178, -0.131, -0.141, 0.069, -0.290, 0.138, -0.213, -0.010, -0.128, -0.414, -0.037, -0.024, 0.096, -0.350, 0.133, 0.076, 0.072, 0.074, 0.121, 0.072, 0.080, 0.078, 0.123, 0.115, 0.112, 0.128, 0.133, 0.141, 0.138, 0.145, 0.084, 0.084, 0.087, 0.086, 0.140, -0.026, -0.426, -0.295, 0.095, 0.096, 0.139, 0.085, 0.061, -0.558, -0.286, 0.106, 0.098, 0.154, 0.130, 0.146, 0.137, 0.145, 0.175, -0.044, -0.441, -0.306, 0.097, 0.092, 0.140, 0.099, 0.059, -0.558, -0.285, 0.101, 0.101, 0.156, 0.137, 0.151, 0.151, 0.160, 0.175], "homo_ev": -9.874, "smiles": "CC(C)CCC1=CC(=O)C(OC[C@H](C)O)=CC1=O.FC(F)C(F)(F)COC(F)(F)C(F)F.FC(F)C(F)(F)COC(F)(F)C(F)F", "orbital_gap_ha": 0.329, "mol_weight_da": 716.450, "relative_energy_kj_mol": 0.0}

Entry 3:
{"formula": "C8H14Br2MgN2", "method": "ωB97M-V/def2-TZVPD", "species": ["Mg", "Br", "Br", "C", "C", "C", "C", "N", "H", "H", "H", "H", "H", "H", "H", "C", "C", "C", "C", "N", "H", "H", "H", "H", "H", "H", "H"], "coordinates": [[-10.1194, -0.5883, -12.7869], [-7.9945, -1.5119, -12.7359], [-12.0917, -1.5550, -11.9833], [-7.9864, -0.2241, -17.0864], [-9.3336, 0.0636, -17.7428], [-10.1310, 1.1377, -16.9894], [-10.3731, 0.7480, -15.6068], [-10.5262, 0.4597, -14.5165], [-7.4069, 0.6916, -16.9656], [-7.4213, -0.9117, -17.7142], [-8.1096, -0.7040, -16.1145], [-9.9106, -0.8586, -17.8140], [-9.2085, 0.4464, -18.7566], [-11.0896, 1.4346, -17.4235], [-9.5723, 2.0796, -16.9773], [-8.5050, 1.9034, -8.2287], [-9.3277, 3.0967, -8.7346], [-9.3793, 3.2489, -10.2428], [-9.6730, 2.0187, -10.9660], [-9.9186, 1.0516, -11.5233], [-7.4898, 2.2286, -7.9899], [-8.4353, 1.1064, -8.9653], [-8.9305, 1.5028, -7.3117], [-9.0223, 4.0314, -8.2552], [-10.3343, 3.0363, -8.2994], [-8.4228, 3.6021, -10.6406], [-10.1488, 3.9667, -10.5378]], "nbo_charge": [1.630, -0.843, -0.847, -0.620, -0.379, -0.525, 0.463, -0.519, 0.205, 0.226, 0.233, 0.218, 0.215, 0.264, 0.256, -0.619, -0.395, -0.520, 0.442, -0.496, 0.212, 0.222, 0.226, 0.221, 0.216, 0.256, 0.262], "homo_ev": -8.554, "orbital_gap_ha": 0.321, "mol_weight_da": 322.327, "relative_energy_kj_mol": 13.0}

Entry 4:
{"formula": "H22O11", "method": "ωB97M-V/def2-TZVPD", "species": ["O", "H", "H", "O", "H", "H", "O", "H", "H", "O", "H", "H", "O", "H", "H", "O", "H", "H", "O", "H", "H", "O", "H", "H", "O", "H", "H", "O", "H", "H", "O", "H", "H"], "coordinates": [[3.8030, 1.7591, -1.5935], [4.0620, 2.6161, -1.2325], [3.0860, 1.5361, -0.9725], [0.2960, -0.9389, 3.0715], [0.8910, -0.6869, 3.7495], [0.2350, -0.1449, 2.5525], [-2.5420, 0.1751, -1.9755], [-3.4250, -0.1459, -2.0455], [-2.3260, 0.2011, -1.0515], [-0.2950, 1.7661, -2.4285], [-0.1950, 1.1921, -1.6795], [-1.1350, 2.1561, -2.5215], [-0.4790, -2.4279, 0.6055], [0.1460, -2.7229, -0.0735], [0.1140, -2.2569, 1.3095], [2.4480, -0.7989, -1.8145], [3.0140, -1.4359, -1.3825], [1.7960, -0.5569, -1.1725], [-0.3830, 1.5791, 1.9725], [-0.3260, 1.9991, 1.1105], [-0.0130, 2.1501, 2.6385], [-2.5450, -0.6139, 0.8485], [-1.9880, -1.3669, 1.1455], [-2.5830, -0.0339, 1.6465], [0.2110, -0.0769, -0.4555], [-0.1920, -0.5809, 0.2185], [0.6770, 0.5231, 0.0945], [-3.3010, -2.6849, -0.9115], [-3.1690, -2.9359, -1.8335], [-2.7290, -1.8699, -0.7285], [2.1800, 1.3601, 0.6415], [2.6820, 1.0141, 1.3305], [1.9840, 2.2521, 0.9365]], "nbo_charge": [-0.933, 0.442, 0.477, -0.962, 0.469, 0.483, -0.957, 0.471, 0.484, -0.969, 0.481, 0.473, -0.954, 0.494, 0.484, -0.942, 0.451, 0.472, -0.962, 0.494, 0.482, -0.988, 0.502, 0.489, -0.969, 0.489, 0.474, -0.963, 0.468, 0.488, -0.933, 0.486, 0.480], "homo_ev": -10.244, "smiles": "O.O.O.O.O.O.O.O.O.O.O", "orbital_gap_ha": 0.343, "mol_weight_da": 198.165, "relative_energy_kj_mol": 238.4}

Entry 5:
{"formula": "C4H7NS", "method": "ωB97M-V/def2-TZVPD", "species": ["C", "C", "C", "C", "N", "S", "H", "H", "H", "H", "H", "H", "H"], "coordinates": [[-2.6582, -0.1515, -0.1022], [0.7580, 0.2220, -0.5153], [-0.4453, -0.0398, 0.3338], [2.0627, -0.1394, 0.0274], [-1.5451, -0.7016, -0.0117], [-0.1210, 1.7011, -0.0297], [-3.3625, -0.8435, -0.6052], [-2.8854, 0.8680, 0.2259], [0.6940, 0.1478, -1.6234], [0.3150, -0.4465, 1.6780], [1.9345, -0.1731, 1.1871], [2.8195, 0.6714, -0.3106], [2.4338, -1.1148, -0.2542]], "nbo_charge": [-0.004, -0.357, -0.050, -0.605, -0.457, 0.062, 0.188, 0.173, 0.236, 0.159, 0.210, 0.220, 0.225], "homo_ev": -8.697, "orbital_gap_ha": 0.328, "mol_weight_da": 101.174, "relative_energy_kj_mol": 387.5}